CBr2FNO2 | ωB97M-V with the def2-TZVPD basis set

XYZ file:
```
7
Properties=species:S:1:pos:R:3:forces:R:3
F 0.1948 -1.1911 -1.2765 -0.2 0.3 0.5
C -0.4907 -0.3680 -0.5266 0.0 -0.1 -0.4
Br -1.8606 0.5939 -1.2314 0.0 0.0 -0.3
N -0.1921 -0.2796 0.8500 -0.3 -0.1 -0.6
O -0.8754 0.5054 1.4783 -0.1 0.3 0.6
O 0.6940 -0.9908 1.2711 0.6 -0.3 0.3
Br 2.5301 1.7303 -0.5649 0.0 0.0 0.0
```
Positions in Å, forces in eV/Å.

Output
Maximum force, eV/A: 0.72
E_tot, eV: -149418.3421
E_LUMO (spin up / spin down), Eh: -0.075 / -0.143
Frontier orbital gap (spin up / spin down), eV: 9.189 / 5.639

Results of the Mulliken charge analysis, in e, for atoms 1 through 6: number 1, F, carries -0.14; number 2, C, carries 0.24; number 3, Br, carries 0.04; number 4, N, carries 0.97; number 5, O, carries -0.57; number 6, O, carries -0.55